C46H48BrCsF9I2N4O7P | wB97M-V/def2-TZVPD

Computed properties:
relative energy (zero: lowest compared OMol25 entry of this formula, charge and spin)	0.0	kcal per mole
total charge	-2
M	1437.5	g/mol
E_HOMO	-1.42	eV
multiplicity	1

Geometry as XYZ:
```
119
C46H48BrCsF9I2N4O7P, DFT wB97M-V/def2-TZVPD
Cs 2.2091 0.5688 1.5448
C -1.6760 2.1412 -2.1514
O -0.6108 2.5666 -1.3333
C -0.6653 3.9626 -1.1062
C 0.5898 4.4686 -0.4394
O 0.8245 3.9494 0.8382
C -0.0635 4.3984 1.8508
C -0.9208 3.2796 2.3710
O -0.1271 2.4434 3.1672
C -0.8725 1.4986 3.9202
H -1.5949 2.5554 -3.1649
H -2.6489 2.4456 -1.7391
H -1.6439 1.0533 -2.2094
H -1.5492 4.1951 -0.4940
H -0.7748 4.4925 -2.0623
H 0.5158 5.5633 -0.4089
H 1.4599 4.1986 -1.0405
H -0.7019 5.2112 1.4769
H 0.5363 4.7730 2.6777
H -1.3562 2.7133 1.5324
H -1.7439 3.7070 2.9674
H -1.6120 2.0144 4.5541
H -0.1742 0.9448 4.5459
H -1.3969 0.7876 3.2630
O 4.0774 -1.6413 3.7568
C 3.5097 -0.6369 4.1821
O 4.1686 0.4266 4.5627
C 1.9548 -0.6347 4.2949
O 1.4935 -0.4035 5.4244
O 1.3483 -0.9014 3.2314
N 2.4639 1.5471 -2.4563
C 2.8424 1.0592 -3.7841
C 2.6968 -0.4499 -3.8837
C 1.2567 -0.9348 -3.9657
C 1.1405 -2.4130 -3.6157
N 1.2056 -2.7225 -2.1815
H 1.4623 1.6195 -2.3296
H 2.8570 2.4576 -2.2549
H 3.8964 1.3009 -3.9243
H 2.2907 1.5378 -4.6097
H 3.1729 -0.8669 -2.9906
H 3.2471 -0.8212 -4.7583
H 0.8516 -0.7515 -4.9712
H 0.6303 -0.3715 -3.2583
H 1.9427 -2.9659 -4.1120
H 0.2087 -2.8121 -4.0182
H 0.6000 -2.1079 -1.6474
H 2.1332 -2.5686 -1.8011
Br 4.5990 -0.5777 -0.5004
C 5.6162 0.8949 -1.1811
C 6.5817 0.6145 -2.1080
C 7.3737 1.6715 -2.6264
C 7.1741 2.9547 -2.1995
C 6.1678 3.2537 -1.2367
C 5.9463 4.5789 -0.7791
C 4.9736 4.8240 0.1595
C 4.1681 3.7650 0.6705
C 4.3065 2.4430 0.2661
C 5.3443 2.2099 -0.6922
H 6.7431 -0.4064 -2.4350
H 8.1447 1.4480 -3.3607
H 7.7905 3.7660 -2.5881
H 6.5617 5.3836 -1.1796
H 4.8213 5.8458 0.5154
H 3.4012 4.0281 1.4050
I 3.0901 2.2975 4.7395
I 2.0789 5.0760 5.0511
N 3.0191 -3.5362 2.1387
C 2.7507 -4.7957 2.5160
C 2.3907 -5.4935 1.3774
C 2.4671 -4.5286 0.3466
N 2.8493 -3.3457 0.8256
H 3.3087 -2.7404 2.7538
H 2.8439 -5.1059 3.5479
H 2.1024 -6.5339 1.3009
H 2.2525 -4.6463 -0.7080
F -4.6144 -7.6468 0.1370
C -3.9823 -7.1938 1.2389
F -4.8454 -7.3193 2.2667
F -2.9415 -8.0052 1.4775
C -3.5587 -5.7678 1.0617
C -4.5459 -4.8009 0.9252
C -4.1855 -3.4786 0.7319
C -2.8416 -3.1144 0.6805
C -1.8675 -4.0889 0.8240
C -2.2269 -5.4254 1.0163
P -2.2693 -1.4045 0.3178
C -3.1883 -1.1499 -1.2623
C -4.3635 -0.4347 -1.4359
C -4.8775 -0.2137 -2.7073
C -4.2309 -0.7276 -3.8145
C -3.0989 -1.5027 -3.6577
C -2.5851 -1.7075 -2.3816
C -4.7726 -0.4076 -5.1753
F -4.0820 -1.0150 -6.1517
F -6.0610 -0.7922 -5.2889
F -4.7380 0.9162 -5.4046
C -3.2236 -0.3980 1.5132
C -3.4557 0.9565 1.2584
C -4.0459 1.7659 2.2126
C -4.3796 1.2379 3.4515
C -4.1177 -0.0882 3.7380
C -3.5433 -0.9022 2.7701
C -5.0331 2.1316 4.4621
F -4.3413 3.2672 4.6405
F -6.2787 2.4900 4.0575
F -5.1598 1.5309 5.6587
H -5.5904 -5.0880 0.9712
H -4.9539 -2.7190 0.6252
H -0.8174 -3.8084 0.7897
H -1.4644 -6.1852 1.1310
H -4.8906 -0.0354 -0.5768
H -5.7832 0.3688 -2.8370
H -2.6103 -1.9345 -4.5226
H -1.6949 -2.3131 -2.2524
H -3.1494 1.3901 0.3102
H -4.2245 2.8153 2.0076
H -4.3522 -0.4854 4.7176
H -3.3342 -1.9391 3.0072
```